[1]
54
Properties=species:S:1:pos:R:3:forces:R:3:mulliken_charge:R:1 method="wB97M-V/def2-TZVPD" gap_ev=9.1 multiplicity=1 smiles="O=C(NCc1ccccc1)[C@H](c1cccnc1)N(C(=O)c1ccccn1)c1ccccc1F" e_lumo_ev=0.27
O -1.750 -1.378 1.346 -0.16 -0.30 0.16 -0.623
C -1.345 -0.685 0.441 0.19 0.15 -0.33 -0.046
N -1.776 0.568 0.200 -0.14 0.35 -0.08 0.093
C -2.820 1.199 0.986 -0.04 -0.07 0.07 -1.291
C -4.123 1.222 0.229 0.02 0.10 0.08 0.709
C -4.805 0.032 0.009 -0.03 0.03 0.00 -0.298
C -5.984 0.026 -0.712 0.01 -0.09 0.01 -0.634
C -6.493 1.210 -1.221 -0.07 0.08 -0.06 -0.407
C -5.817 2.398 -1.007 -0.10 0.05 -0.09 -0.545
C -4.634 2.404 -0.288 0.06 -0.07 0.10 -0.439
C -0.231 -1.108 -0.538 -0.19 -0.18 -0.16 -0.251
C 0.171 -2.553 -0.381 0.14 -0.14 0.02 0.182
C 1.498 -2.952 -0.278 -0.25 -0.02 -0.10 -0.274
C 1.785 -4.302 -0.159 -0.08 -0.02 0.00 -0.705
C 0.732 -5.203 -0.149 0.39 -0.03 0.03 -0.356
N -0.533 -4.834 -0.260 -0.42 -0.37 -0.03 -0.649
C -0.804 -3.549 -0.375 0.12 0.33 -0.04 -0.523
N 0.884 -0.184 -0.378 -0.21 -0.22 -0.01 1.720
C 1.547 0.222 -1.500 -0.12 -0.04 -0.15 0.756
O 1.133 -0.017 -2.618 0.12 0.08 -0.08 -0.661
C 2.844 0.925 -1.267 0.52 0.31 -0.35 0.236
C 3.291 1.867 -2.186 -0.09 -0.13 0.14 -1.081
C 4.513 2.476 -1.957 -0.03 -0.06 0.07 -0.376
C 5.241 2.110 -0.836 -0.09 0.00 -0.05 -0.598
C 4.713 1.142 0.007 0.34 0.15 0.06 -0.242
N 3.545 0.564 -0.198 -0.17 -0.33 -0.19 -0.082
C 1.147 0.319 0.911 0.04 0.48 0.55 0.201
C 1.266 -0.513 2.019 0.00 0.17 -0.14 -0.519
C 1.472 0.021 3.278 0.00 -0.02 0.09 -0.990
C 1.561 1.390 3.460 0.03 -0.04 -0.02 -0.626
C 1.419 2.239 2.375 -0.03 0.03 -0.23 -0.701
C 1.199 1.696 1.128 -0.19 -0.13 0.18 0.494
F 1.008 2.535 0.078 0.00 -0.15 0.13 -0.385
H -1.446 1.067 -0.611 0.09 -0.14 0.01 0.260
H -2.502 2.213 1.247 -0.06 -0.09 0.04 0.499
H -2.919 0.603 1.897 0.04 0.17 -0.07 0.388
H -4.405 -0.887 0.412 0.05 -0.13 0.06 0.442
H -6.510 -0.903 -0.877 -0.05 -0.08 -0.01 0.389
H -7.416 1.206 -1.782 -0.07 0.00 -0.04 0.377
H -6.210 3.324 -1.402 -0.04 0.07 -0.04 0.374
H -4.107 3.334 -0.123 0.06 0.09 0.03 0.330
H -0.598 -0.971 -1.567 0.03 0.04 0.27 0.659
H 2.296 -2.223 -0.294 0.05 0.09 0.04 0.366
H 2.806 -4.644 -0.079 0.07 -0.06 0.01 0.422
H 0.902 -6.267 -0.056 0.11 -0.07 0.02 0.374
H -1.852 -3.298 -0.466 -0.09 0.11 0.01 0.439
H 2.681 2.105 -3.043 -0.04 0.00 -0.09 0.446
H 4.892 3.221 -2.641 0.02 0.04 -0.04 0.435
H 6.198 2.559 -0.620 0.08 0.03 0.03 0.405
H 5.245 0.810 0.888 0.14 0.04 0.04 0.436
H 1.189 -1.580 1.892 -0.01 -0.09 -0.02 0.495
H 1.564 -0.642 4.124 0.00 -0.07 0.08 0.452
H 1.727 1.802 4.443 0.01 0.04 0.10 0.423
H 1.459 3.311 2.485 0.00 0.11 -0.02 0.498

***

[2]
61
Properties=species:S:1:pos:R:3:forces:R:3:mulliken_charge:R:1 method="wB97M-V/def2-TZVPD" gap_ev=6.2 multiplicity=1 e_lumo_ev=-0.86
Mg 0.033 0.019 -1.159 1.34 0.22 1.01 1.645
I 3.883 4.660 1.997 0.18 0.67 0.58 0.055
C 3.458 3.152 0.678 0.69 -0.68 1.05 -0.294
C 3.920 1.870 0.970 0.42 0.08 0.35 -0.248
C 3.644 0.861 0.070 -0.21 1.42 0.52 -0.184
I 4.409 -0.968 0.513 0.01 -0.99 -0.10 0.068
C 2.729 1.104 -0.960 -1.52 -1.57 -1.56 0.515
O 2.159 0.044 -1.537 -0.55 1.18 -0.05 -1.122
C 2.330 2.451 -1.293 -0.75 -1.60 0.50 0.532
C 1.298 2.733 -2.366 1.67 -0.92 -0.01 -1.097
N 0.029 1.988 -2.210 -0.99 0.13 -0.75 -0.168
C -1.061 2.798 -1.583 0.38 0.18 -0.35 -0.715
C -2.312 1.974 -1.396 1.00 -1.43 -0.71 0.546
C -3.534 2.524 -1.670 -0.49 1.03 0.66 -0.826
C -4.664 1.857 -1.240 -0.55 -0.25 -0.54 -0.372
C -4.526 0.594 -0.668 -1.26 0.55 0.22 -0.593
C -3.284 0.051 -0.565 1.63 -0.60 -0.34 -0.424
N -2.174 0.670 -1.037 -0.17 0.92 0.95 0.254
C 2.698 3.427 -0.423 0.26 1.44 0.02 -0.709
H 4.466 1.604 1.903 -0.36 0.62 -0.87 0.265
H 1.078 3.785 -2.425 0.09 0.59 0.03 0.421
H 1.798 2.437 -3.309 -0.72 -0.01 0.17 0.416
H -0.263 1.867 -3.190 -0.15 -0.27 0.56 0.245
H -0.721 3.170 -0.596 -0.04 -0.29 -0.46 0.306
H -1.328 3.684 -2.209 0.33 -0.48 0.43 0.478
H -3.560 3.540 -2.078 -0.22 -0.42 0.16 0.385
H -5.640 2.316 -1.402 0.19 -0.24 0.16 0.402
H -5.379 0.027 -0.288 0.23 0.34 -0.13 0.370
H -3.135 -0.910 -0.061 0.14 0.22 -0.47 0.450
H 2.435 4.470 -0.583 -0.24 -0.16 -0.13 0.353
N 0.506 -6.972 -3.104 0.75 0.08 -0.09 -0.438
C 0.145 -5.854 -3.809 -0.07 0.27 -1.63 0.361
O -0.021 -5.831 -5.035 0.13 -0.34 2.07 -0.609
C -0.012 -4.560 -3.017 -0.84 1.36 -0.41 0.886
C -0.265 -3.409 -3.807 0.72 -1.49 0.58 -0.812
C -0.298 -2.169 -3.219 -0.08 0.36 -0.88 -0.016
N -0.108 -2.011 -1.915 0.18 0.11 0.48 -0.421
C 0.101 -3.099 -1.134 -0.58 1.45 0.09 -0.410
C 0.050 -4.378 -1.625 0.63 -1.40 -1.03 -0.880
H 0.878 -7.743 -3.680 -0.43 0.71 0.52 0.287
H 1.043 -6.767 -2.257 -0.38 -0.42 -0.44 0.224
H -0.323 -3.559 -4.866 -0.14 0.13 -0.36 0.473
H -0.426 -1.278 -3.885 0.03 -0.69 0.95 0.322
H 0.257 -2.834 -0.093 -0.12 -0.38 0.01 0.495
H 0.142 -5.269 -0.997 0.05 0.59 0.12 0.335
O -0.882 -1.318 1.350 0.68 0.72 -0.14 -0.706
C -0.226 -0.292 1.645 -0.52 -0.08 0.69 0.348
O 0.326 0.519 0.841 -0.31 -0.40 -0.94 -0.513
C -0.095 0.121 3.114 -1.12 -0.16 0.92 0.319
C -0.401 -0.789 4.155 0.11 -1.13 -2.46 -0.415
C -0.188 -0.478 5.470 -0.77 1.37 -0.13 -0.377
C 0.026 0.881 5.739 1.61 0.29 -2.74 0.113
C 0.246 1.891 4.727 -0.97 -1.87 2.24 -0.613
C 0.137 1.466 3.435 0.66 -0.38 -0.88 -0.351
N 0.309 1.188 7.078 -1.46 1.52 2.33 0.933
O 0.119 0.235 7.855 1.12 2.25 0.29 -0.603
O 0.514 2.402 7.371 0.02 -3.05 0.07 -0.598
H -0.781 -1.778 3.797 0.64 0.79 0.63 0.338
H -0.303 -1.160 6.298 -0.01 -0.07 -0.28 0.472
H 0.421 2.902 5.067 0.10 -0.04 -0.28 0.472
H 0.324 2.142 2.621 0.02 0.22 -0.21 0.430

***

[3]
58
Properties=species:S:1:pos:R:3:forces:R:3:mulliken_charge:R:1 method="wB97M-V/def2-TZVPD" gap_ev="7.0 / 4.0" multiplicity=5 e_lumo_ev="-11.70 / -14.80" total_charge=+4
Pt -0.384 -2.515 -0.637 -0.32 -0.31 -0.15 1.608
Se 5.423 -2.989 4.580 -0.54 0.01 -0.52 0.733
N 5.333 -2.936 2.824 0.61 -0.02 -1.56 -0.788
C 4.087 -2.905 2.425 1.46 -0.03 0.05 0.988
C 3.647 -2.889 1.057 -0.42 0.00 -0.71 0.264
C 4.526 -2.989 -0.031 -0.17 0.00 0.02 -0.482
C 4.001 -3.015 -1.309 -0.13 0.02 0.07 -0.743
C 2.622 -2.905 -1.482 0.64 -0.03 -0.38 -0.210
N 1.785 -2.787 -0.459 -0.67 0.27 0.74 -0.609
C 2.263 -2.802 0.801 0.94 -0.07 -0.72 0.324
C 1.302 -2.789 1.885 -0.56 -0.05 1.27 0.279
N -0.003 -2.758 1.567 0.78 0.19 -0.97 -0.934
C -0.926 -2.864 2.509 -0.28 -0.04 0.77 -0.242
C -0.601 -2.959 3.861 0.05 0.02 -0.18 -0.774
C 0.730 -2.931 4.230 0.03 0.00 -0.03 -0.481
C 1.716 -2.867 3.236 -0.73 0.02 -0.49 0.432
C 3.126 -2.904 3.513 0.10 -0.01 1.43 0.956
N 3.674 -2.944 4.703 -1.52 0.01 0.75 -0.791
H 5.589 -3.064 0.146 0.10 -0.01 -0.02 0.582
H 4.639 -3.119 -2.173 0.04 0.00 -0.07 0.484
H 2.196 -2.921 -2.479 -0.05 0.03 0.07 0.480
H -1.958 -2.879 2.187 -0.07 0.06 -0.06 0.521
H -1.386 -3.053 4.595 -0.03 0.03 0.05 0.479
H 1.027 -2.969 5.269 -0.01 -0.06 0.09 0.582
N -1.040 4.802 -1.930 -0.17 -0.86 -0.21 -0.004
C -0.725 6.077 -1.531 0.04 1.56 0.71 0.374
C -1.188 7.336 -1.865 -0.66 -1.59 -0.65 -0.515
C -0.621 8.450 -1.230 0.35 0.57 0.68 -0.360
C 0.268 8.311 -0.159 0.35 -0.29 0.04 -0.491
C 0.680 7.055 0.246 0.49 0.99 0.43 -0.528
C 0.138 5.918 -0.393 -1.03 -0.90 -1.75 0.789
N 0.265 4.615 -0.154 1.04 -0.12 0.88 -0.483
C -0.401 3.949 -1.095 -0.47 1.32 -0.18 0.163
C -0.405 2.500 -1.112 -0.10 -1.15 -0.02 0.719
C -1.132 1.711 -2.011 0.30 0.21 0.31 -0.680
C -1.058 0.331 -1.908 -0.24 0.09 -0.36 -0.399
N -0.319 -0.279 -0.984 -0.05 -0.86 0.35 -0.634
C 0.379 0.459 -0.117 0.17 0.31 0.12 -0.184
C 0.360 1.836 -0.141 -0.12 0.21 -0.20 -0.601
H -1.617 4.564 -2.727 0.06 0.03 0.07 0.241
H -2.033 7.462 -2.534 0.23 0.10 -0.25 0.400
H -0.873 9.446 -1.581 -0.09 -0.10 0.04 0.443
H 0.684 9.193 0.304 0.04 0.00 0.01 0.430
H 1.483 6.930 0.959 -0.14 0.02 0.24 0.430
H -1.755 2.142 -2.777 -0.07 0.00 -0.13 0.405
H -1.607 -0.297 -2.599 -0.01 -0.02 0.09 0.513
H 0.979 -0.068 0.614 -0.08 0.01 -0.01 0.443
H 0.917 2.415 0.579 0.07 -0.04 0.03 0.545
C -4.558 -4.338 -0.578 0.21 0.04 -0.28 -0.960
S -3.444 -3.920 -1.952 -1.10 -0.18 -0.12 0.452
C -4.578 -2.801 -2.831 0.22 -0.28 0.20 -0.997
O -2.405 -2.972 -1.342 1.09 1.00 0.59 -0.408
H -5.458 -4.771 -1.009 -0.03 -0.05 -0.10 0.436
H -4.812 -3.439 -0.025 0.02 0.17 -0.04 0.338
H -4.106 -5.080 0.078 0.20 0.02 -0.15 0.330
H -5.475 -3.367 -3.068 -0.05 -0.13 -0.02 0.454
H -4.139 -2.449 -3.762 0.23 -0.14 0.06 0.330
H -4.828 -1.966 -2.184 0.01 0.04 0.17 0.353

***

[4]
62
Properties=species:S:1:pos:R:3:forces:R:3:mulliken_charge:R:1 method="wB97M-V/def2-TZVPD" gap_ev=7.1 multiplicity=1 e_lumo_ev=-3.60 total_charge=+1
Ir -0.181 -0.474 -1.234 -0.59 0.13 -0.06 1.838
O 2.224 3.251 -0.448 0.02 -0.05 -0.02 -0.757
C 1.971 3.243 0.883 0.03 0.00 0.03 0.475
C 2.266 4.405 1.590 0.00 0.00 -0.03 -0.655
C 2.055 4.468 2.953 -0.01 -0.01 0.01 -0.421
C 1.542 3.372 3.635 0.01 0.01 -0.01 -0.956
C 1.249 2.216 2.933 -0.04 0.01 0.00 -0.737
C 1.453 2.129 1.557 0.04 -0.03 0.02 0.393
C 1.196 0.858 0.780 0.00 -0.01 0.03 0.496
O 0.597 1.169 -0.449 0.11 -0.08 -0.11 -0.908
N 0.271 -0.042 1.513 -0.21 0.12 0.03 -0.227
N -0.127 -1.065 0.691 0.03 -0.20 -0.18 -0.113
C -0.573 -2.187 1.116 0.08 0.05 0.04 -0.099
C -1.065 -3.221 0.222 -0.06 -0.07 0.04 0.122
Br -1.353 -2.727 -1.621 0.21 0.14 0.07 -0.101
C -1.380 -4.469 0.579 -0.02 0.01 -0.04 -0.813
C -1.169 -5.074 1.899 0.00 0.00 0.03 0.422
C -2.151 -5.927 2.406 -0.01 0.02 0.00 -0.457
C -1.996 -6.511 3.651 0.00 0.00 0.00 -0.551
C -0.845 -6.274 4.391 0.01 0.00 0.00 -0.448
C 0.155 -5.461 3.879 -0.01 0.00 0.01 -0.592
C -0.003 -4.863 2.639 0.01 -0.01 -0.02 -0.429
H 1.786 2.481 -0.850 -0.01 0.03 0.01 0.217
H 2.667 5.246 1.040 0.00 0.00 0.00 0.472
H 2.291 5.378 3.489 0.00 0.00 0.00 0.413
H 1.375 3.416 4.702 0.00 0.00 0.00 0.418
H 0.852 1.374 3.486 -0.02 0.00 -0.01 0.295
H 2.142 0.318 0.610 0.01 0.01 -0.02 0.423
H 0.579 -0.363 2.422 0.12 -0.02 -0.03 0.437
H -0.612 -2.392 2.182 0.01 -0.01 -0.01 0.653
H -1.852 -5.103 -0.165 0.02 0.00 -0.01 0.441
H -3.044 -6.120 1.825 0.00 0.00 0.00 0.416
H -2.768 -7.161 4.040 0.00 0.00 0.00 0.392
H -0.718 -6.742 5.358 0.00 0.00 0.00 0.397
H 1.069 -5.306 4.438 0.00 0.00 0.00 0.396
H 0.806 -4.278 2.218 0.00 0.01 0.00 0.595
Cl 4.386 0.219 -6.527 -0.01 0.00 0.00 -0.169
C 2.998 0.223 -5.520 0.01 -0.02 0.04 0.532
C 3.034 -0.398 -4.281 0.01 0.01 -0.04 -0.396
Cl 4.447 -1.189 -3.715 0.00 0.00 0.01 -0.187
C 1.896 -0.373 -3.488 0.03 0.03 0.06 1.149
Cl 1.941 -1.156 -1.902 0.01 -0.02 -0.05 -0.407
C 0.702 0.245 -3.849 -0.02 -0.03 -0.06 -0.525
O -0.376 0.255 -3.096 0.26 0.08 0.00 -1.064
C 0.693 0.866 -5.112 0.01 0.00 0.00 0.416
Cl -0.763 1.640 -5.593 -0.01 0.01 0.00 -0.180
C 1.814 0.856 -5.928 -0.02 0.01 -0.01 -0.021
Cl 1.757 1.629 -7.455 0.00 0.00 0.01 -0.159
O -2.108 0.154 -0.973 0.02 -0.42 0.54 -0.263
S -2.927 1.352 -0.458 0.06 0.27 -0.30 0.117
C -3.032 2.452 -1.909 0.00 0.00 0.01 -0.250
C -2.524 3.824 -1.479 -0.04 0.01 0.03 -0.885
C -1.380 3.559 -0.507 0.01 0.00 -0.02 -0.086
C -1.921 2.536 0.480 0.02 -0.06 0.02 -0.098
H -4.054 2.436 -2.281 0.00 0.00 0.00 0.471
H -2.373 1.967 -2.635 0.02 0.01 0.01 -0.014
H -3.322 4.383 -0.986 0.01 0.02 -0.01 0.348
H -2.209 4.401 -2.348 0.01 -0.02 -0.01 0.394
H -1.049 4.459 0.011 -0.02 0.00 0.02 0.536
H -0.522 3.139 -1.031 -0.02 0.03 0.00 -0.076
H -2.636 2.980 1.177 -0.01 0.00 -0.01 0.513
H -1.181 1.975 1.046 -0.04 0.03 0.00 -0.147